1.
C3H6NOP | ωB97M-V/def2-TZVPD

Structure (ORCA input):
```
! RIJCOSX wB97M-V def2-TZVPD def2/J DEFGRID3
* xyz 0 1
C 0.42 -0.51 -0.79
C 0.97 -0.54 0.69
C -0.77 0.40 -0.69
N 0.32 0.14 1.79
O -2.31 1.63 1.27
P -1.00 0.93 1.07
H 1.27 -0.15 -1.34
H 0.44 -1.54 -1.20
H 0.96 -1.62 0.99
H 2.04 -0.25 0.64
H -0.58 1.38 -1.33
H -1.76 0.14 -1.09
*
```

Calculated values
Frontier orbital gap, eV: 9.335
Energy relative to the best compared isomer or geometry (same formula, charge and spin), kJ/mol: 111.0
LUMO energy, eV: -0.104
E_HOMO, eV: -9.4

---

2.
C3H6NOPS | ωB97M-V/def2-TZVPD

Structure (ORCA input):
```
! RIJCOSX wB97M-V def2-TZVPD def2/J DEFGRID3
* xyz 0 3
C 0.32 -0.18 0.22
C -1.81 1.21 0.53
C -0.50 0.57 1.00
N 1.50 -0.63 0.78
O 1.46 -2.28 -3.45
P 1.84 -1.52 -2.27
S -0.05 -0.70 -1.52
H -2.78 0.56 0.64
H -1.79 1.67 -0.46
H -1.85 2.11 1.30
H -0.45 0.63 2.02
H 1.95 -1.55 0.67
H 2.16 0.12 0.52
*
```

Calculated values
Frontier orbital gap (alpha / beta), eV: 7.841 / 5.567
LUMO energy (alpha / beta), eV: 0.807 / -3.385
E_HOMO (alpha / beta), eV: -7.0 / -9.0

---

3.
C3H6NOS | ωB97M-V/def2-TZVPD

Structure (ORCA input):
```
! RIJCOSX wB97M-V def2-TZVPD def2/J DEFGRID3
* xyz -1 1
C -0.30 0.22 -1.18
C 0.59 -0.75 -1.05
C 1.32 -0.82 0.24
N 2.80 0.08 -1.06
O 3.48 0.68 -0.27
S -5.09 0.89 3.58
H -1.13 0.44 -1.94
H -0.13 1.10 -0.56
H 0.61 -1.53 -1.71
H 1.39 0.00 0.97
H 1.25 -1.73 0.61
H -4.79 1.43 2.38
*
```

Calculated values
Frontier orbital gap (alpha / beta), eV: 3.709 / 3.860
Energy relative to the best compared isomer or geometry (same formula, charge and spin), kJ/mol: 708.4
LUMO energy (alpha / beta), eV: 1.410 / 1.561
E_HOMO (alpha / beta), eV: -2.3 / -2.3

---

4.
C3H6NOS | ωB97M-V/def2-TZVPD

Structure (ORCA input):
```
! RIJCOSX wB97M-V def2-TZVPD def2/J DEFGRID3
* xyz 1 1
C -0.98 -0.71 -0.99
C 0.51 -0.57 -0.49
C 1.43 1.20 1.50
N -1.72 0.14 -0.10
O -2.90 -0.07 0.01
S 0.34 1.20 0.22
H -0.92 -0.53 -2.06
H -1.38 -1.63 -0.83
H 0.83 -1.19 0.31
H 1.38 -0.34 -1.29
H 1.63 2.16 1.79
H 1.78 0.35 1.93
*
```

Calculated values
Frontier orbital gap (alpha / beta), eV: 8.156 / 8.155
Energy relative to the best compared isomer or geometry (same formula, charge and spin), kJ/mol: 443.8
LUMO energy (alpha / beta), eV: -6.023 / -6.024
E_HOMO (alpha / beta), eV: -14.2 / -14.2

---

5.
C3H6NOS | ωB97M-V/def2-TZVPD

Structure (ORCA input):
```
! RIJCOSX wB97M-V def2-TZVPD def2/J DEFGRID3
* xyz 1 1
C 1.73 0.28 1.31
C 0.22 -1.27 0.74
C 0.20 0.24 0.76
N 0.15 0.81 -0.54
O 2.62 0.99 1.11
S 1.58 -1.39 2.00
H -0.83 -1.84 0.75
H 0.70 -1.56 -0.15
H -0.41 0.84 1.46
H 0.86 1.64 -0.65
H -0.70 1.29 -0.73
H 0.29 0.19 -1.30
*
```

Calculated values
Frontier orbital gap, eV: 9.872
Energy relative to the best compared isomer or geometry (same formula, charge and spin), kJ/mol: 74.8
LUMO energy, eV: -4.141
SMILES: [NH3+][C@H]1CSC1=O
E_HOMO, eV: -14.0

---

6.
C3H6NS | ωB97M-V/def2-TZVPD

Structure (ORCA input):
```
! RIJCOSX wB97M-V def2-TZVPD def2/J DEFGRID3
* xyz 1 1
C -0.53 1.09 -0.21
C 0.15 -0.22 0.43
C -1.85 0.73 -0.14
N 1.46 -0.94 -0.17
S -1.56 -0.92 0.22
H -0.13 2.07 -0.53
H 0.22 -0.10 1.47
H -2.88 1.22 -0.27
H 2.08 -0.03 -0.21
H 1.45 -1.31 -1.12
H 1.60 -1.58 0.54
*
```

Calculated values
Frontier orbital gap, eV: 8.603
Energy relative to the best compared isomer or geometry (same formula, charge and spin), kJ/mol: 78.2
LUMO energy, eV: -4.180
E_HOMO, eV: -12.8

---

7.
C3H6O | ωB97M-V/def2-TZVPD

Structure (ORCA input):
```
! RIJCOSX wB97M-V def2-TZVPD def2/J DEFGRID3
* xyz 0 1
C -1.04 -0.15 -0.63
C 0.32 -0.49 -0.18
C 1.07 0.46 0.56
O 0.79 1.69 0.73
H -1.46 0.60 0.16
H -1.64 -1.05 -0.89
H -1.07 0.44 -1.55
H 0.66 -1.54 -0.22
H 2.10 0.28 0.90
H 0.27 -0.24 1.12
*
```

Calculated values
Frontier orbital gap, eV: 9.729
Energy relative to the best compared isomer or geometry (same formula, charge and spin), kJ/mol: 294.8
LUMO energy, eV: 0.655
E_HOMO, eV: -9.1

---

8.
C3H6O | ωB97M-V/def2-TZVPD

Structure (ORCA input):
```
! RIJCOSX wB97M-V def2-TZVPD def2/J DEFGRID3
* xyz 0 1
C 0.64 0.51 0.29
O 1.77 -0.07 0.75
C -0.15 -0.51 -0.49
C -1.52 -0.38 -0.52
H 1.03 1.33 -0.43
H 0.13 1.08 1.04
H 1.91 -0.03 1.67
H 0.41 -1.31 -1.05
H -2.17 -1.06 -1.12
H -2.07 0.43 -0.13
*
```

Calculated values
Frontier orbital gap, eV: 10.470
Energy relative to the best compared isomer or geometry (same formula, charge and spin), kJ/mol: 155.0
LUMO energy, eV: 1.001
SMILES: C=CCO
E_HOMO, eV: -9.5

---

9.
C3H6O | ωB97M-V/def2-TZVPD

Structure (ORCA input):
```
! RIJCOSX wB97M-V def2-TZVPD def2/J DEFGRID3
* xyz 0 1
C -0.31 -1.35 -1.44
C 0.75 0.71 0.08
C -0.33 0.55 1.11
O -1.22 -0.27 1.03
H -0.37 -2.13 -0.65
H 0.62 -0.03 -0.76
H -1.36 -1.01 -1.50
H 1.74 0.57 0.53
H 0.73 1.73 -0.35
H -0.27 1.24 1.98
*
```

Calculated values
Frontier orbital gap (alpha / beta), eV: 8.540 / 8.535
Energy relative to the best compared isomer or geometry (same formula, charge and spin), kJ/mol: 494.6
LUMO energy (alpha / beta), eV: -0.561 / -0.557
E_HOMO (alpha / beta), eV: -9.1 / -9.1

---

10.
C3H6O | ωB97M-V/def2-TZVPD

Structure (ORCA input):
```
! RIJCOSX wB97M-V def2-TZVPD def2/J DEFGRID3
* xyz 0 1
C -0.02 -1.29 3.16
C 0.90 -0.31 3.28
H -0.90 -1.00 3.69
H 0.08 -2.37 2.85
H 0.88 0.60 3.70
H 1.93 -0.52 2.83
O 0.14 0.79 -4.15
C -0.74 1.11 -4.89
H -0.86 0.95 -5.91
H -1.42 2.04 -4.56
*
```

Calculated values
Frontier orbital gap, eV: 10.846
Energy relative to the best compared isomer or geometry (same formula, charge and spin), kJ/mol: 269.4
LUMO energy, eV: 0.763
SMILES: C=C.C=O
E_HOMO, eV: -10.1

---

Calculated max |F| in order - 5.59, 5.18, 6.27, 5.71, 4.84, 6.41, 5.63, 3.75, 0.76, 7.05 eV Å⁻¹